80
Properties=species:S:1:pos:R:3:forces:R:3:mulliken_charge:R:1 method="wB97M-V/def2-TZVPD" e_homo_ev=-9.82 orbital_gap_ev=10.2154 smiles=OCCO.OCCO.OCCO.OCCO.OCCO.OCCO.OCCO.OCCO
O -18.314 5.849 7.102 0.3 -0.3 0.0 -0.5047
C -19.598 5.259 7.164 -0.3 0.5 -0.3 0.1370
C -20.302 5.582 5.861 -0.4 0.5 -0.1 -0.9409
O -19.732 4.972 4.713 0.0 -0.1 0.2 -0.4747
H -17.721 5.397 7.710 0.1 0.0 0.1 0.2761
H -19.580 4.178 7.333 0.2 0.0 0.1 0.2865
H -20.163 5.738 7.973 -0.2 -0.2 0.0 0.1663
H -20.266 6.663 5.707 0.4 0.0 -0.1 0.3357
H -21.380 5.382 5.915 0.1 -0.4 0.2 0.3814
H -19.798 4.021 4.845 0.1 0.0 -0.1 0.3181
O -15.679 4.036 8.244 -0.6 0.2 0.5 -0.3475
C -14.458 3.659 8.850 0.0 -0.2 -0.9 -0.5677
C -14.427 4.149 10.265 0.4 -0.2 0.7 -0.2805
O -14.647 5.548 10.331 -0.3 -0.4 0.1 -0.5227
H -15.638 4.049 7.274 0.3 -0.1 -0.1 0.2994
H -14.331 2.570 8.801 0.0 0.0 0.2 0.2858
H -13.629 4.108 8.292 0.0 0.1 0.1 0.4319
H -13.446 3.896 10.684 0.1 0.4 -0.1 0.4672
H -15.109 3.640 10.958 -0.4 -0.1 -0.4 0.0205
H -15.597 5.636 10.147 0.1 0.4 0.0 0.2320
O -15.218 -0.540 11.357 0.5 -0.1 -0.4 -0.5930
C -16.257 -0.046 10.516 -1.4 -0.2 1.1 0.1962
C -16.431 -0.775 9.209 0.5 0.8 -0.3 -0.3747
O -15.305 -0.606 8.354 0.0 -0.1 0.2 -0.5103
H -15.383 -1.465 11.571 -0.1 0.0 -0.1 0.2998
H -17.207 -0.135 11.066 0.0 -0.1 -0.1 0.3860
H -16.150 1.035 10.435 0.5 -0.1 -0.5 -0.3918
H -17.277 -0.299 8.709 -0.1 -0.2 0.0 0.2434
H -16.651 -1.837 9.362 0.0 0.0 0.1 0.3338
H -14.526 -0.606 8.922 0.1 -0.1 -0.1 0.3211
O -14.893 5.932 15.918 0.3 0.3 -0.6 -0.5481
C -14.561 6.377 14.592 0.2 -0.2 -0.3 -0.1642
C -15.789 6.791 13.837 -0.3 0.7 0.7 -0.5871
O -16.630 5.680 13.547 0.1 0.0 0.0 -0.6025
H -14.025 5.754 16.296 -0.2 -0.2 0.4 0.3169
H -13.872 7.226 14.600 0.0 0.0 0.2 0.3897
H -14.084 5.549 14.057 0.1 0.1 -0.1 0.0691
H -15.517 7.349 12.945 0.0 -0.6 -0.4 0.3761
H -16.341 7.529 14.435 0.0 -0.2 0.1 0.3210
H -16.762 5.234 14.391 -0.1 -0.1 0.0 0.2980
O -12.103 1.710 15.377 0.4 0.3 -0.3 -0.5446
C -12.983 2.339 14.452 -0.7 0.2 0.7 -0.3966
C -13.276 1.440 13.283 0.1 -0.7 -0.3 0.2664
O -13.892 0.233 13.704 -0.1 0.1 0.4 -0.5586
H -12.596 1.537 16.180 0.0 -0.1 0.0 0.3386
H -13.870 2.627 15.029 -0.4 -0.2 -0.5 0.3364
H -12.601 3.295 14.076 0.5 -0.2 0.0 0.0983
H -12.318 1.173 12.816 0.0 0.3 -0.1 0.2388
H -13.900 1.937 12.532 0.0 0.2 0.1 -0.1321
H -14.290 -0.185 12.928 0.0 0.3 0.1 0.4527
O -14.755 3.516 2.823 -0.1 0.0 0.0 -0.5214
C -15.431 4.725 3.155 0.0 0.4 -0.1 -0.5615
C -16.220 4.485 4.416 -0.5 -0.3 -0.4 -0.1596
O -15.347 4.131 5.481 0.1 0.2 0.2 -0.5272
H -14.351 3.617 1.958 0.1 0.0 0.0 0.2946
H -14.711 5.533 3.336 0.1 -0.1 0.0 0.3077
H -16.080 5.059 2.340 -0.2 -0.1 0.1 0.3912
H -16.955 3.685 4.261 0.2 -0.1 -0.1 0.1533
H -16.818 5.360 4.671 0.3 0.1 0.3 0.2953
H -14.657 3.572 5.104 -0.1 -0.1 0.0 0.2573
O -12.390 7.157 10.444 0.3 -0.2 -0.4 -0.5417
C -11.236 6.343 10.665 -0.7 0.3 0.8 -0.0048
C -9.992 7.195 10.598 0.0 0.6 -0.8 -0.7050
O -9.641 7.844 11.810 0.0 -0.2 0.1 -0.5391
H -13.162 6.564 10.397 0.0 0.4 0.0 0.5039
H -11.371 5.959 11.685 0.6 -0.4 -0.1 0.1819
H -11.166 5.510 9.958 -0.1 0.0 -0.1 0.2380
H -10.152 7.964 9.830 -0.2 -0.1 -0.1 0.2975
H -9.141 6.627 10.222 0.1 -0.2 0.5 0.3532
H -10.264 8.567 11.928 0.0 0.0 0.1 0.3160
O -17.643 5.179 10.985 0.0 0.0 0.7 -0.2924
C -18.831 4.422 10.905 -0.7 -0.3 -0.3 -0.5681
C -18.575 2.960 10.568 0.5 1.0 -0.2 -0.0147
O -17.965 2.837 9.288 -0.3 -0.2 0.2 -0.4080
H -17.453 5.265 11.942 0.4 0.2 -0.5 0.2650
H -19.445 4.478 11.813 0.3 0.0 0.2 0.4458
H -19.483 4.843 10.134 0.2 0.0 -0.2 0.0101
H -19.564 2.497 10.591 0.2 -0.5 -0.3 0.3999
H -17.910 2.518 11.319 -0.2 -0.1 0.2 0.1456
H -17.163 3.396 9.246 -0.3 -0.2 -0.1 0.1093

80
Properties=species:S:1:pos:R:3:forces:R:3:mulliken_charge:R:1 method="wB97M-V/def2-TZVPD" e_homo_ev=-9.97 orbital_gap_ev=10.1415 smiles=OCCO.OCCO.OCCO.OCCO.OCCO.OCCO.OCCO.OCCO
O 3.277 1.992 -1.329 -0.1 -0.5 0.2 -0.4408
C 4.346 1.042 -1.382 0.0 -0.1 -0.5 -0.2852
C 4.111 0.152 -2.623 0.5 1.5 -0.2 -0.5625
O 2.765 -0.172 -2.748 -0.8 -0.6 -0.1 -0.3479
H 3.546 2.770 -0.835 0.2 -0.1 0.1 0.2670
H 5.284 1.597 -1.379 0.3 -0.3 -0.4 0.3732
H 4.419 0.348 -0.544 -0.5 0.2 0.6 0.2244
H 4.774 -0.713 -2.641 0.1 -0.1 0.2 0.2900
H 4.311 0.735 -3.522 0.2 0.1 0.0 0.2714
H 2.492 -0.757 -2.038 -0.1 -0.2 0.1 0.2179
O 0.062 7.423 -2.895 -0.3 0.3 -0.2 -0.5145
C 0.111 6.133 -2.358 0.6 -1.1 -0.3 -0.4510
C -1.125 5.243 -2.482 0.6 2.0 1.0 -0.2506
O -2.193 5.812 -1.694 -0.4 -0.4 -1.0 -0.5336
H -0.827 7.775 -2.806 -0.2 0.0 0.1 0.3356
H 0.875 5.598 -2.922 0.3 0.0 0.0 0.2669
H 0.459 6.151 -1.326 -0.1 0.1 0.4 0.3478
H -0.812 4.259 -2.134 -0.4 -0.2 -0.1 0.1732
H -1.381 5.273 -3.541 -0.6 -0.4 0.2 0.2940
H -1.911 6.079 -0.816 0.4 -0.2 0.0 0.3324
O -2.366 -2.899 -6.591 -0.3 0.2 -0.6 -0.5174
C -1.519 -2.779 -5.471 -1.0 -0.7 0.3 -0.3185
C -2.309 -2.034 -4.367 1.7 0.2 -1.4 -0.4160
O -2.526 -0.674 -4.707 -0.7 -0.1 0.3 -0.4743
H -1.920 -3.430 -7.255 0.0 0.0 -0.1 0.2907
H -1.325 -3.795 -5.127 0.2 -0.2 0.5 0.2994
H -0.557 -2.363 -5.769 0.1 0.6 0.4 0.3017
H -1.692 -2.188 -3.482 -0.3 0.3 0.5 0.2303
H -3.292 -2.496 -4.273 0.1 0.0 0.1 0.3221
H -1.742 -0.121 -4.726 0.4 -0.3 0.1 0.2893
O 2.765 -3.925 2.206 -0.6 -1.6 0.9 -0.5353
C 3.416 -3.321 1.150 -0.2 1.2 -1.5 -0.1578
C 3.094 -3.987 -0.217 -2.0 -0.1 -0.3 -0.5068
O 1.750 -3.675 -0.782 1.1 0.1 0.8 -0.4957
H 2.431 -3.250 2.801 0.0 0.0 0.1 0.3272
H 3.045 -2.298 1.217 0.4 0.4 -1.0 0.1582
H 4.497 -3.288 1.287 0.2 -0.2 0.0 0.2647
H 3.109 -5.071 -0.099 0.3 -0.1 0.2 0.3546
H 3.694 -3.766 -1.100 0.7 0.4 0.7 0.3157
H 1.103 -4.264 -0.385 0.0 0.0 0.2 0.2660
O 0.248 1.901 -5.173 -0.2 -0.5 0.3 -0.4361
C 0.897 2.243 -6.374 0.2 -0.1 0.1 -0.5118
C 0.349 3.515 -6.965 1.6 0.1 -1.0 -0.4401
O -0.967 3.384 -7.412 -0.8 0.1 0.6 -0.4915
H 0.926 1.435 -4.679 -0.3 -0.2 0.5 0.2578
H 1.967 2.181 -6.172 0.3 1.0 -0.3 0.3522
H 0.796 1.502 -7.166 -0.5 -0.6 -0.1 0.3178
H 0.936 3.644 -7.874 0.6 0.3 -0.1 0.2944
H 0.526 4.423 -6.388 -0.6 -0.2 0.4 0.3282
H -1.011 2.505 -7.796 -0.4 -0.1 -0.1 0.3160
O -6.893 -1.311 7.720 0.4 0.2 -0.6 -0.5340
C -5.611 -1.430 8.399 -2.2 0.6 -0.3 -0.3033
C -4.667 -2.059 7.401 -0.3 0.1 -0.1 -0.2647
O -3.383 -2.014 7.957 1.1 -0.5 0.5 -0.5068
H -7.484 -0.725 8.199 0.2 0.0 0.1 0.2883
H -5.222 -0.453 8.687 0.1 0.1 -0.1 0.2589
H -5.940 -1.929 9.310 1.3 -0.7 0.2 0.2541
H -4.611 -1.465 6.489 -0.6 0.3 0.0 0.1875
H -4.987 -3.050 7.079 0.0 -0.2 0.3 0.3216
H -2.971 -2.880 7.905 0.0 0.1 0.0 0.2987
O 2.988 -3.060 7.095 -0.6 0.2 -0.4 -0.5196
C 1.622 -2.644 6.905 0.5 -0.1 -0.3 -0.5055
C 1.472 -1.253 6.268 -1.0 -0.6 -1.1 -0.3350
O 1.788 -1.179 4.831 0.9 -0.9 0.9 -0.4845
H 2.957 -4.009 6.952 0.4 0.0 0.0 0.3134
H 1.077 -3.411 6.354 0.1 0.1 -0.6 0.3457
H 1.138 -2.698 7.880 -0.2 0.8 0.2 0.3148
H 1.990 -0.510 6.874 0.1 0.1 -0.2 0.2750
H 0.399 -1.078 6.196 -0.2 0.3 1.1 0.3311
H 1.621 -0.289 4.512 -0.1 0.1 0.2 0.2793
O -2.060 -0.360 2.505 -0.2 0.4 0.2 -0.4732
C -1.937 -0.176 1.119 -0.1 0.2 -0.5 -0.5313
C -1.067 0.978 0.686 0.0 -0.3 0.0 -0.1352
O 0.255 0.824 1.210 -0.2 0.1 -0.4 -0.4883
H -1.164 -0.511 2.816 0.1 0.0 0.2 0.2665
H -1.576 -1.112 0.691 0.2 0.0 -0.4 0.2775
H -2.896 0.049 0.653 -0.4 -0.3 0.4 0.3318
H -1.473 1.954 0.953 -0.1 0.0 0.5 0.2362
H -1.101 0.958 -0.403 0.4 -0.1 -0.2 0.2666
H 0.834 0.996 0.464 0.4 0.0 0.2 0.2414

80
Properties=species:S:1:pos:R:3:forces:R:3:mulliken_charge:R:1 method="wB97M-V/def2-TZVPD" e_homo_ev="-11.59 / -11.56" charge=+1 orbital_gap_ev="8.9718 / 1.7239" s2=0.755 spin_multiplicity=2
C 1.577 -6.981 -10.232 1.7 0.1 -1.0 -0.3513
C 1.259 -7.226 -8.821 -0.5 -0.3 2.7 -0.4624
O 2.345 -7.913 -8.143 1.0 0.0 -1.1 -0.5237
O 2.880 -6.327 -10.314 -0.4 -0.2 0.1 -0.2958
H 0.880 -6.289 -10.706 -0.2 -0.4 0.0 0.3332
H 1.699 -7.933 -10.748 -0.5 0.0 -0.3 0.2475
H 0.408 -7.882 -8.640 -0.5 0.4 -0.6 0.3837
H 1.128 -6.272 -8.310 -0.3 0.1 0.0 0.2787
H 2.222 -7.988 -7.193 -0.5 0.2 -0.1 0.2972
H 3.342 -6.730 -9.575 0.3 -0.1 0.2 0.1242
C 6.380 -2.759 -12.561 -1.0 -1.5 0.5 -0.6175
C 5.468 -3.747 -11.625 2.1 1.8 -0.7 0.6376
O 4.816 -4.786 -12.374 0.7 1.4 0.1 -0.5709
O 7.526 -3.445 -13.041 -0.7 -0.5 -0.2 -0.5404
H 6.789 -1.878 -12.066 -0.4 -0.2 0.7 0.3298
H 5.774 -2.366 -13.376 -0.2 -0.2 -0.2 0.3597
H 4.918 -3.006 -11.044 -1.2 -0.5 -0.3 -0.2975
H 6.164 -4.131 -10.880 0.2 -0.5 -0.1 0.1363
H 4.614 -5.546 -11.824 -0.3 0.2 0.4 0.2909
H 7.213 -4.299 -13.348 0.1 -0.3 -0.3 0.1997
C 9.941 -6.365 -15.746 1.0 0.6 0.5 -0.5942
C 9.653 -6.561 -14.172 2.3 0.5 -1.2 -0.2132
O 8.347 -6.853 -14.040 -3.8 -0.2 0.1 -0.4512
O 8.993 -5.464 -16.486 0.7 -1.2 2.4 -0.4933
H 9.997 -7.344 -16.221 -0.3 0.0 -0.1 0.4500
H 10.948 -5.949 -15.788 0.0 0.2 -0.3 0.3791
H 10.000 -5.727 -13.562 -0.4 0.7 -0.3 0.0671
H 10.097 -7.407 -13.648 1.5 -0.3 -1.0 0.2936
H 8.083 -6.862 -14.964 -1.3 0.0 0.1 0.3197
H 9.033 -5.629 -17.431 0.3 -0.3 0.0 0.2837
C 7.851 -1.987 -8.838 1.0 0.3 -0.8 0.1814
C 9.303 -1.598 -9.278 0.7 -0.8 1.3 -0.3892
O 10.267 -2.561 -8.665 -1.4 1.4 -0.6 -0.5574
O 7.610 -2.197 -7.441 0.3 0.3 -0.5 -0.6033
H 7.542 -2.856 -9.419 -0.1 -0.1 0.0 -0.0748
H 7.234 -1.136 -9.126 -0.2 -0.1 0.0 0.1936
H 9.499 -0.559 -9.012 0.2 -0.1 0.9 0.4100
H 9.527 -1.552 -10.344 -0.9 -0.7 -0.4 0.1581
H 11.108 -2.100 -8.677 0.2 -0.1 0.1 0.3093
H 7.980 -3.043 -7.177 0.4 0.0 0.0 0.3542
C 2.526 -1.221 -9.705 -1.8 0.2 0.5 -0.6445
C 3.468 -0.326 -10.447 -0.3 -0.4 -0.2 0.0728
O 3.200 -0.544 -11.840 1.0 0.5 0.6 -0.5693
O 2.781 -2.626 -9.836 0.3 0.9 0.0 -0.3711
H 1.547 -1.070 -10.161 -0.1 0.0 -0.1 0.3575
H 2.357 -0.914 -8.673 0.5 -0.2 0.4 0.3886
H 4.479 -0.537 -10.098 0.6 -0.3 -0.5 -0.1650
H 3.344 0.722 -10.177 -0.5 0.0 -0.3 0.4203
H 2.967 -1.475 -11.877 0.0 -0.3 -0.4 0.3811
H 3.674 -2.702 -9.494 0.3 -0.5 0.3 -0.0878
C 6.588 -8.920 -9.380 -1.5 -2.4 0.1 -0.2416
C 6.442 -8.712 -10.909 2.7 0.5 -2.2 0.1804
O 7.712 -9.128 -11.599 -2.6 -0.5 2.4 -0.4694
O 6.939 -10.277 -9.129 0.2 1.9 -0.4 -0.3318
H 5.575 -8.912 -8.978 0.1 0.9 0.3 0.1831
H 7.296 -8.209 -8.954 0.3 0.3 0.2 0.3492
H 6.290 -7.680 -11.228 -0.3 0.1 0.5 0.0514
H 5.576 -9.308 -11.193 0.1 -0.4 -0.2 0.3296
H 7.775 -8.722 -12.467 0.0 0.7 -0.5 0.2770
H 7.775 -10.363 -9.593 0.9 -0.7 -0.2 0.4213
C 5.087 -5.708 -7.951 0.7 0.6 -0.2 0.5336
C 4.565 -4.365 -7.492 -2.6 0.8 1.4 -0.7519
O 5.099 -3.194 -8.064 0.7 -0.8 -0.3 -0.3221
O 6.416 -5.843 -7.488 0.2 -0.5 -0.9 -0.5717
H 4.914 -5.535 -9.014 0.9 -0.7 -0.7 -0.4134
H 4.610 -6.645 -7.665 -0.7 0.6 0.4 0.4528
H 4.569 -4.248 -6.409 0.2 -0.3 0.1 0.5281
H 3.523 -4.288 -7.803 -0.5 -0.7 0.1 0.2063
H 5.512 -2.731 -7.331 0.7 0.5 -0.3 0.2833
H 6.950 -5.271 -8.045 0.4 0.3 0.0 0.3738
C 10.729 -2.620 -13.953 0.0 0.9 0.6 -0.4814
C 11.787 -1.477 -13.678 -0.9 -2.2 0.4 -0.3945
O 12.727 -2.119 -12.782 0.0 0.9 -0.6 -0.5537
O 9.980 -2.757 -12.715 1.5 0.2 -0.6 -0.3570
H 11.262 -3.548 -14.162 0.3 -0.1 0.0 0.2708
H 10.026 -2.498 -14.777 0.1 0.6 -0.1 0.4706
H 11.256 -0.670 -13.173 0.1 0.2 -0.1 0.2144
H 12.311 -1.109 -14.560 0.0 -0.2 0.1 0.3426
H 12.177 -2.600 -12.159 -0.1 -0.1 0.3 0.3255
H 9.112 -3.095 -12.947 -0.5 -0.1 0.1 0.3297

Values of electronic energy, in order: -1842.1294, -1842.0106, -1841.6493, all in hartree.